1.
{
  "formula": "H66O33",
  "method": "ωB97M-V with the def2-TZVPD basis set",
  "charge": 0,
  "homo_energy_ha": -0.3776,
  "relative_energy_ev": 2.496,
  "lumo_energy_ev": -0.4,
  "symbols": ["O", "H", "H", "O", "H", "H", "O", "H", "H", "O", "H", "H", "O", "H", "H", "O", "H", "H", "O", "H", "H", "O", "H", "H", "O", "H", "H", "O", "H", "H", "O", "H", "H", "O", "H", "H", "O", "H", "H", "O", "H", "H", "O", "H", "H", "O", "H", "H", "O", "H", "H", "O", "H", "H", "O", "H", "H", "O", "H", "H", "O", "H", "H", "O", "H", "H", "O", "H", "H", "O", "H", "H", "O", "H", "H", "O", "H", "H", "O", "H", "H", "O", "H", "H", "O", "H", "H", "O", "H", "H", "O", "H", "H", "O", "H", "H", "O", "H", "H"],
  "xyz": [[4.85200, 3.01645, 2.18322], [4.28585, 2.24463, 2.18287], [4.83458, 3.32645, 3.08867], [1.90968, -0.43809, 5.06763], [1.31053, -0.89007, 4.47352], [1.75227, -0.84259, 5.92076], [-1.91657, 3.12975, 3.87178], [-2.49585, 3.88796, 3.79577], [-1.70671, 3.08061, 4.80440], [5.17761, -0.50615, -0.76006], [5.01379, 0.08634, -1.49377], [5.07134, -1.38225, -1.13072], [-2.07378, -3.27778, -3.31340], [-1.44771, -3.35815, -2.59381], [-1.90501, -4.04179, -3.86479], [0.13737, 1.39434, 2.37177], [-0.01741, 0.46401, 2.20819], [-0.66196, 1.69868, 2.80152], [-2.90907, -0.16735, 0.93130], [-3.26722, -0.72154, 0.23787], [-2.84527, 0.70167, 0.53510], [2.56894, -2.86898, 1.81858], [3.05928, -2.83711, 2.64003], [2.67613, -1.99592, 1.44107], [-3.66146, -1.91590, -1.40299], [-3.06431, -2.50379, -1.86563], [-3.72995, -1.14812, -1.97048], [-3.28810, -0.46668, 3.87943], [-3.17061, -0.26941, 2.95018], [-2.68889, -1.19384, 4.04803], [1.79405, 3.44880, 4.00565], [1.70825, 3.28641, 4.94506], [0.89270, 3.49628, 3.68700], [2.88327, 1.01912, 2.63256], [2.14262, 1.54093, 2.94140], [2.93404, 0.28713, 3.24723], [1.78882, -2.46883, -1.20800], [2.08420, -1.81160, -0.57791], [2.46893, -2.47829, -1.88151], [-0.75271, -2.91940, -0.38837], [0.17788, -2.86976, -0.60696], [-1.02604, -2.00693, -0.29389], [-2.39747, -5.29725, 0.10794], [-2.01143, -4.48208, -0.21252], [-1.64925, -5.87631, 0.25314], [-1.19315, 1.49524, -4.72641], [-0.60684, 1.58722, -3.97540], [-1.39465, 0.56011, -4.76045], [1.50656, -4.97514, 0.69877], [0.68084, -5.24189, 1.10283], [1.73914, -4.16012, 1.14360], [1.30910, -4.93445, -2.86300], [0.61826, -5.53604, -2.58542], [1.44255, -4.35850, -2.11019], [3.30098, 2.38897, -2.40218], [2.39904, 2.52177, -2.69393], [3.34736, 2.83364, -1.55581], [-5.36841, 2.21797, 1.76242], [-4.42675, 2.15982, 1.92408], [-5.46467, 2.96409, 1.17057], [0.81421, -1.23922, -5.51869], [1.47334, -1.93013, -5.45217], [0.64709, -0.97894, -4.61285], [-1.84184, -3.04235, 2.63824], [-2.48011, -3.42397, 3.24091], [-1.90902, -3.57719, 1.84726], [-2.96785, -0.79778, -4.13659], [-3.73783, -0.97673, -4.67637], [-2.67799, -1.66002, -3.83866], [3.25302, 3.59336, 0.10251], [3.29073, 4.52727, 0.30898], [3.88374, 3.19004, 0.69897], [0.27443, -1.44802, 2.98389], [-0.51003, -1.94683, 2.75574], [1.00032, -1.97982, 2.65755], [-2.36794, 1.87244, -0.68446], [-2.36519, 2.82333, -0.79422], [-2.73947, 1.53772, -1.50064], [0.14023, 3.55694, -0.06388], [0.94001, 3.78837, 0.40839], [-0.32789, 2.97011, 0.53003], [-0.17300, -0.08477, -0.23233], [0.49452, 0.38977, 0.26313], [-0.96520, 0.44353, -0.13464], [-4.00692, 1.67744, -3.24402], [-3.66655, 0.84882, -3.58134], [-4.71469, 1.42293, -2.65198], [2.82251, -0.46931, 0.42335], [2.75099, 0.07764, 1.20563], [3.72010, -0.33613, 0.11865], [-0.84031, 6.02895, -1.07595], [-0.40053, 6.42141, -1.83014], [-0.41112, 5.18095, -0.96236], [0.60042, -0.24389, -2.86854], [0.93716, 0.63952, -2.71874], [0.36377, -0.56148, -1.99712], [0.55769, 2.78504, -2.60004], [0.46592, 2.91335, -1.65593], [-0.05351, 3.41134, -2.98788]],
  "mulliken_charge": [-0.691, 0.389, 0.300, -0.641, 0.378, 0.298, -0.517, 0.262, 0.251, -0.720, 0.348, 0.295, -0.727, 0.255, 0.264, 0.020, 0.030, 0.063, -0.309, 0.195, 0.182, -0.716, 0.291, 0.430, -0.682, 0.298, 0.318, -0.636, 0.287, 0.281, -0.591, 0.299, 0.259, -0.540, 0.166, 0.204, -0.607, 0.059, 0.280, 0.734, -0.085, -0.146, -0.669, 0.169, 0.354, -0.673, 0.348, 0.295, -0.614, 0.304, 0.391, -0.653, 0.296, 0.337, -0.682, 0.370, 0.417, -0.607, 0.255, 0.310, -0.672, 0.303, 0.250, -0.540, 0.244, 0.201, -0.565, 0.297, 0.283, -0.642, 0.245, 0.343, -0.600, 0.181, 0.346, -0.464, 0.157, 0.146, -0.452, 0.196, 0.046, 1.656, -0.611, -0.244, -0.643, 0.398, 0.322, -0.473, 0.179, 0.227, -0.639, 0.321, 0.345, -0.153, 0.217, 0.049, -0.696, 0.388, 0.282]
}

=====

2.
{
  "formula": "H6N2",
  "method": "ωB97M-V with the def2-TZVPD basis set",
  "charge": 0,
  "homo_energy_ha": -0.3711,
  "smiles": "N.N",
  "relative_energy_ev": 0.119,
  "lumo_energy_ev": 1.3,
  "symbols": ["N", "H", "H", "H", "N", "H", "H", "H"],
  "xyz": [[2.99795, 1.99863, 0.76780], [3.74672, 2.57906, 0.37653], [3.44415, 1.16848, 1.17076], [2.58911, 2.52485, 1.54662], [-3.06276, -2.07561, -1.22047], [-2.53883, -1.52113, -0.53587], [-3.17790, -3.01209, -0.82001], [-3.99844, -1.66219, -1.28537]],
  "mulliken_charge": [-0.657, 0.219, 0.219, 0.219, -0.657, 0.220, 0.218, 0.218]
}